Entry i
The following is a DFT calculation (ωB97M-V/def2-TZVPD) of a single C3H3NOS molecule.

For the HOMO energy, the calculation gives -9.1 eV. The value obtained for the lowest unoccupied orbital energy is -0.993 eV. The SMILES is [H]/N=C/C(=O)C=S. As for the charge: 0. As for the multiplicity: 1. As for the HOMO-LUMO gap: 8.092 eV.

XYZ file:
```
9
C3H3NOS, DFT ωB97M-V/def2-TZVPD
H -2.38 -1.31 -0.04
N -1.61 -0.77 -0.41
C -0.86 -0.28 0.47
C 0.12 0.79 -0.21
O -0.33 1.73 -0.76
C 1.57 0.39 -0.16
S 2.21 -0.92 -0.84
H -0.86 -0.55 1.49
H 2.13 0.93 0.46
```

***

Entry ii
The following is a DFT calculation (ωB97M-V/def2-TZVPD) of 2 unconnected molecules or ions with the total composition C3H3NOS.

For the HOMO energy, the calculation gives -8.9 eV. The value obtained for the lowest unoccupied orbital energy is -0.655 eV. As for the charge: 0. As for the multiplicity: 1. As for the HOMO-LUMO gap: 8.255 eV.

XYZ file:
```
9
C3H3NOS, DFT ωB97M-V/def2-TZVPD
C -0.27 -0.43 -0.03
C 1.09 -0.64 -0.14
C 2.34 -0.24 -0.13
H -2.39 0.18 0.77
H -0.21 1.66 -0.27
H 3.46 -0.57 0.10
N -0.66 0.81 0.05
O -1.99 1.01 -0.24
S -1.36 -1.77 -0.11
```

***

The winner here is entry i, beating the second structure by 4.102 eV.

***

Entry i
The following is a DFT calculation (ωB97M-V/def2-TZVPD) of a single C3H3NOS molecule.

For the HOMO energy (alpha / beta), the calculation gives -7.8 / -7.8 eV. The value obtained for the lowest unoccupied orbital energy (alpha / beta) is -0.383 / -0.384 eV. The SMILES is O=C=C/C=[NH+]\[S-]. As for the charge: 0. As for the multiplicity: 1. As for the HOMO-LUMO gap (alpha / beta): 7.376 / 7.375 eV.

XYZ file:
```
9
C3H3NOS, DFT ωB97M-V/def2-TZVPD
O -3.61 0.83 -0.07
C -2.44 0.87 0.08
C -1.16 0.84 0.10
C -0.29 -0.24 -0.05
N 1.05 0.00 -0.11
S 1.80 1.50 0.03
H -0.42 1.71 0.10
H -0.60 -1.19 -0.33
H 1.64 -0.77 -0.11
```

***

Entry ii
The following is a DFT calculation (ωB97M-V/def2-TZVPD) of 2 unconnected molecules or ions with the total composition C3H3NOS.

For the HOMO energy (alpha / beta), the calculation gives -9.0 / -8.8 eV. The value obtained for the lowest unoccupied orbital energy (alpha / beta) is -2.122 / -2.097 eV. As for the charge: 0. As for the multiplicity: 1. As for the HOMO-LUMO gap (alpha / beta): 6.831 / 6.741 eV.

XYZ file:
```
9
C3H3NOS, DFT ωB97M-V/def2-TZVPD
C -0.45 -1.15 -0.43
C -0.71 -2.40 -0.57
C 0.43 0.01 -0.28
N -0.75 -0.12 0.47
O -0.88 -3.44 -1.10
S -1.97 -0.40 -2.54
H 1.27 -0.20 0.23
H 0.30 0.60 -1.16
H -1.51 0.54 0.34
```

***

The winner here is entry i, beating the second structure by 3.685 eV.

***

Entry i
The following is a DFT calculation (ωB97M-V/def2-TZVPD) of a single C3H3NOS molecule.

For the HOMO energy, the calculation gives -10.5 eV. The value obtained for the lowest unoccupied orbital energy is 0.038 eV. The SMILES is N#C[C@H](S)C=O. As for the charge: 0. As for the multiplicity: 1. As for the HOMO-LUMO gap: 10.532 eV.

XYZ file:
```
9
C3H3NOS, DFT ωB97M-V/def2-TZVPD
N -2.79 0.87 -0.14
C -1.86 0.48 0.40
C -0.45 0.09 0.96
S 0.71 1.34 0.21
C -0.09 -1.26 0.54
O -0.76 -2.04 -0.07
H -0.55 0.04 2.11
H 0.61 0.75 -0.89
H 0.88 -1.38 0.96
```

***

Entry ii
The following is a DFT calculation (ωB97M-V/def2-TZVPD) of a molecular structure, C3H3NOS.

For the HOMO energy, the calculation gives -9.6 eV. The value obtained for the lowest unoccupied orbital energy is -0.585 eV. As for the charge: 0. As for the multiplicity: 1. As for the HOMO-LUMO gap: 9.049 eV.

XYZ file:
```
9
C3H3NOS, DFT ωB97M-V/def2-TZVPD
C 1.54 0.26 0.66
C -0.52 -0.46 -0.22
C -1.60 0.53 -0.78
H 1.23 0.04 2.01
H -0.90 -1.35 -0.94
H -0.89 -0.78 0.87
N -2.61 0.98 -1.36
O 0.84 -0.21 -0.56
S 2.90 0.98 0.33
```

***

The winner here is entry i, beating the second structure by 2.680 eV.